Computed, not measured: the molecule C3H4O2 in a non-equilibrium geometry, with ωB97M-V/def2-TZVPD.

The spin multiplicity is 1. For the relative energy (zero: lowest compared OMol25 entry of this formula, charge and spin), the calculation gives 2.278 eV. The HOMO-LUMO gap comes out at 11.077 eV. As for the structure (SMILES): O=C[C@H]1CO1. The calculation puts the total energy at -267.109083 a.u.

Element x y z (Å)
C (0.029, 1.069, -0.679)
H (-0.645, 0.646, 1.362)
O (1.125, -0.471, 0.879)
C (-0.025, 0.295, 0.544)
O (-0.866, 1.871, -0.887)
H (-0.779, -1.635, 0.793)
C (0.097, -1.117, 0.211)
H (0.802, 0.885, -1.443)
H (0.262, -1.543, -0.780)

Computed, not measured: the molecule C3H4O2 in a non-equilibrium geometry, with ωB97M-V/def2-TZVPD.

The spin multiplicity is 1. For the relative energy (zero: lowest compared OMol25 entry of this formula, charge and spin), the calculation gives 1.916 eV. The HOMO-LUMO gap comes out at 9.387 eV. As for the structure (SMILES): CC(=O)C=O. The calculation puts the total energy at -267.122380 a.u.

Element x y z (Å)
C (0.157, -0.834, 0.778)
H (-0.522, 1.526, -1.625)
C (0.001, -0.267, -0.582)
H (0.820, 0.029, 1.510)
O (-0.093, -0.827, -1.595)
H (0.364, -1.938, 0.740)
H (-0.933, -0.715, 1.155)
O (0.299, 1.856, 0.296)
C (-0.093, 1.171, -0.677)

Computed, not measured: a structure of composition C3H4O2Pb in a non-equilibrium geometry, with ωB97M-V/def2-TZVPD.

The spin multiplicity is 1. For the relative energy (zero: lowest compared OMol25 entry of this formula, charge and spin), the calculation gives 0.874 eV. The HOMO-LUMO gap (alpha / beta) comes out at 6.692 / 6.693 eV. The calculation puts the total energy at -459.787614 a.u.

Element x y z (Å)
Pb (-2.594, 0.631, 0.977)
H (2.262, 0.038, -0.589)
C (-0.217, 0.082, -1.281)
H (1.774, 1.671, -0.050)
C (1.646, 0.596, 0.128)
O (0.274, 0.255, -0.002)
C (-2.219, -1.360, 0.166)
H (-1.446, -1.972, 0.667)
H (1.956, 0.327, 1.144)
O (-1.435, -0.267, -1.159)

Computed, not measured: a cluster of 2 separate species, C3H4O2S in total in a non-equilibrium geometry, with ωB97M-V/def2-TZVPD.

The spin multiplicity is 1. For the relative energy (zero: lowest compared OMol25 entry of this formula, charge and spin), the calculation gives 7.498 eV. The HOMO-LUMO gap (alpha / beta) comes out at 8.346 / 8.348 eV. The calculation puts the total energy at -665.110086 a.u.

Element x y z (Å)
C (0.429, 0.220, 0.149)
O (-4.112, 0.349, 0.193)
H (-0.090, -1.567, -0.942)
S (-2.715, -0.002, 0.074)
H (-1.843, 2.075, -0.476)
H (1.296, -1.696, 0.062)
C (0.446, -0.973, -0.234)
H (0.835, 1.032, 0.570)
C (-1.696, 1.090, -0.697)
O (-2.402, -1.364, -0.035)

Computed, not measured: the molecule C3H4O2S in a non-equilibrium geometry, with ωB97M-V/def2-TZVPD.

The spin multiplicity is 1. For the relative energy (zero: lowest compared OMol25 entry of this formula, charge and spin), the calculation gives 0.394 eV. The HOMO-LUMO gap comes out at 10.212 eV. As for the structure (SMILES): O=C1CSCO1. The calculation puts the total energy at -665.371141 a.u.

Element x y z (Å)
H (2.102, -0.519, -1.221)
H (-1.590, 1.206, 0.414)
H (-2.085, -0.355, -0.276)
C (-1.237, 0.275, -0.025)
O (0.869, -0.797, 0.476)
H (1.763, 0.859, -0.158)
C (1.310, 0.001, -0.626)
C (-0.351, -0.466, 0.909)
O (-0.619, -0.789, 2.024)
S (-0.162, 0.585, -1.518)

Computed, not measured: a structure of composition C3H4O2S in a non-equilibrium geometry, with ωB97M-V/def2-TZVPD.

The spin multiplicity is 1. For the relative energy (zero: lowest compared OMol25 entry of this formula, charge and spin), the calculation gives 8.377 eV. The HOMO-LUMO gap (alpha / beta) comes out at 8.806 / 8.723 eV. The calculation puts the total energy at -665.077782 a.u.

Element x y z (Å)
S (-1.638, -0.081, 0.323)
H (-0.007, 1.069, -0.933)
C (-0.118, 1.032, 0.120)
H (-0.404, 1.973, 0.709)
C (-0.250, -2.676, -0.144)
H (0.724, 0.675, 0.659)
H (0.459, -3.430, -0.099)
O (-3.009, 0.647, -1.258)
O (-2.037, -0.141, 1.668)
C (-0.775, -1.598, -0.044)

Computed, not measured: a structure of composition C3H4O2S in a non-equilibrium geometry, with ωB97M-V/def2-TZVPD.

The spin multiplicity is 1. For the relative energy (zero: lowest compared OMol25 entry of this formula, charge and spin), the calculation gives 3.166 eV. The HOMO-LUMO gap comes out at 11.232 eV. The calculation puts the total energy at -665.269283 a.u.

Element x y z (Å)
S (0.383, -0.281, 1.190)
C (-0.188, -0.857, -0.724)
H (-0.623, 0.870, -1.847)
O (-0.533, -0.343, 2.274)
C (0.065, 1.259, 0.200)
H (0.420, -1.340, -1.435)
H (0.137, 2.265, 0.613)
O (1.770, -0.700, 1.445)
C (-0.363, 0.600, -0.882)
H (-1.069, -1.473, -0.835)

Computed, not measured: the molecule C3H4O2S in a non-equilibrium geometry, with ωB97M-V/def2-TZVPD.

The spin multiplicity is 3. For the relative energy (zero: lowest compared OMol25 entry of this formula, charge and spin), the calculation gives 6.187 eV. The HOMO-LUMO gap (alpha / beta) comes out at 6.401 / 6.780 eV. The calculation puts the total energy at -665.023136 a.u.

Element x y z (Å)
O (-2.215, 0.125, 1.417)
H (-0.525, 2.163, -0.192)
C (-0.668, -2.671, -0.139)
C (-0.059, 1.110, 0.015)
O (-2.466, 0.407, -1.097)
H (-0.165, -3.556, -0.479)
H (0.476, 0.687, -0.735)
H (0.499, 0.911, 0.878)
S (-1.539, 0.157, 0.164)
C (-0.852, -1.490, -0.082)

Computed, not measured: the molecule C3H4O2S2 in a non-equilibrium geometry, with ωB97M-V/def2-TZVPD.

The spin multiplicity is 1. For the relative energy (zero: lowest compared OMol25 entry of this formula, charge and spin), the calculation gives 5.203 eV. The HOMO-LUMO gap (alpha / beta) comes out at 6.017 / 8.485 eV. The calculation puts the total energy at -1063.372899 a.u.

Element x y z (Å)
S (0.566, -1.478, 0.593)
C (-0.840, 0.770, -0.656)
C (0.201, 1.019, 0.374)
S (2.326, -2.546, 0.573)
C (-1.015, -0.274, -1.410)
H (0.709, 1.994, 0.182)
H (-1.454, 1.591, -0.897)
O (-0.129, -1.485, 1.835)
H (-1.259, -0.836, -2.279)
O (1.164, 0.056, 0.279)
H (-0.270, 1.189, 1.407)

Computed, not measured: a structure of composition C3H4O2Sr in a non-equilibrium geometry, with ωB97M-V/def2-TZVPD.

The spin multiplicity is 2. For the relative energy (zero: lowest compared OMol25 entry of this formula, charge and spin), the calculation gives 3.941 eV. The HOMO-LUMO gap (alpha / beta) comes out at 6.752 / 6.245 eV. The charge is +1. The calculation puts the total energy at -297.464699 a.u.

Element x y z (Å)
O (-0.825, 0.960, 0.245)
H (-0.411, -1.910, 0.384)
O (0.235, 0.580, -1.721)
C (-0.528, 1.182, -1.032)
C (0.000, 0.158, 2.304)
H (-0.239, -0.783, 2.824)
C (-0.140, -0.076, 0.869)
H (-0.526, 1.054, 2.658)
H (1.070, 0.328, 2.529)
Sr (1.264, -1.362, -0.854)

Computed, not measured: a structure of composition C3H4O2Sr in a non-equilibrium geometry, with ωB97M-V/def2-TZVPD.

The spin multiplicity is 2. For the relative energy (zero: lowest compared OMol25 entry of this formula, charge and spin), the calculation gives 0.835 eV. The HOMO-LUMO gap (alpha / beta) comes out at 5.601 / 9.235 eV. The charge is +1. The calculation puts the total energy at -297.578876 a.u.

Element x y z (Å)
O (-1.103, 0.872, -0.983)
H (1.363, 1.160, 0.845)
O (0.322, -1.851, -0.168)
C (0.324, -0.586, 0.268)
Sr (-2.866, 2.390, -2.125)
H (2.427, -0.254, 0.215)
C (1.439, 0.158, 0.425)
C (-0.883, 0.253, 0.058)
H (-1.582, 0.306, 0.910)
H (0.560, -2.447, 0.555)

Computed, not measured: the molecule C3H4O3, with ωB97M-V/def2-TZVPD.

The spin multiplicity is 1. For the relative energy (zero: lowest compared OMol25 entry of this formula, charge and spin), the calculation gives 1.726 eV. The HOMO-LUMO gap comes out at 10.317 eV. As for the structure (SMILES): O=CC(O)C=O. The calculation puts the total energy at -342.392503 a.u.

Element x y z (Å)
H (0.385, 0.704, -1.272)
C (1.062, 0.363, 0.704)
H (1.709, -0.533, 0.741)
H (-1.552, -1.182, -0.975)
O (-1.144, 1.146, -0.039)
H (-1.345, 1.055, 0.902)
O (1.216, 1.303, 1.442)
O (0.221, -2.070, -0.531)
C (-0.499, -1.107, -0.634)
C (-0.054, 0.321, -0.337)